[1]
Below is C42H40N2O6P2Pb as an isolated structure, with properties calculated with ωB97M-V/def2-TZVPD.

Calculated values
Total energy = -3059.9886 Eh
Energy relative to the best compared isomer or geometry (same formula, charge and spin) = 120.6 kJ/mol
Kohn-Sham gap (alpha / beta) = 0.152 / 0.178 Eh
Lowest unoccupied orbital energy (alpha / beta) = -8.745 / -8.039 eV
Charge = +2

Element x y z (Å)
Pb 1.467819 -1.462152 -2.683329
P 2.090107 0.170798 -8.291553
P 0.285274 -2.033976 -7.774305
O 1.029356 -2.958761 5.901177
O 1.411334 -2.282013 -0.364906
O 1.507116 -4.153157 4.122158
O 0.168663 -0.485123 -0.803851
O -0.187390 1.636219 5.317704
O -0.484773 2.451093 3.307478
N 1.136565 -3.094011 4.664624
N -0.069200 1.554317 4.079651
C -1.443350 -2.824451 -9.980977
C 0.711703 -1.295974 0.048144
C 2.782351 0.353900 -12.380953
C 0.659459 -1.063635 1.555918
C -2.706943 -2.560856 -4.303861
C -2.756317 -3.438636 -5.397288
C 2.594118 -0.152074 -11.092000
C 0.528044 0.362950 3.537474
C 3.303204 1.647787 -12.538500
C 2.604281 4.250932 -6.112345
C 1.398150 3.979167 -6.774568
C -0.342389 -3.132951 -9.167958
C 0.381016 -4.314389 -9.429612
C 1.173982 2.726187 -7.360875
C 0.809223 -2.172210 2.425056
C -2.967374 0.324284 -0.669176
C 2.778522 0.285015 -2.183996
C -0.823763 -2.359287 -6.350604
C -0.704571 -1.526380 -5.218659
C 3.550771 1.855985 -10.140942
C 0.851780 -1.976235 3.824430
C 3.575145 3.241266 -6.007896
C 0.662763 -0.720930 4.391787
C 0.383987 0.369048 -8.915025
C -0.067332 -5.223588 -10.388696
C -1.892670 -3.729997 -10.947028
C -1.656768 -1.630048 -4.198020
C -3.571487 1.430493 -1.463025
C -1.432089 2.831120 -1.472851
C -2.283537 0.482172 0.467345
C -2.526499 2.184894 -2.314320
C 3.734302 2.382078 -11.424932
C -1.797544 -3.364084 -6.415681
C -1.658640 3.429986 -0.276618
C 3.368570 1.988958 -6.597176
C -0.493402 -0.507474 -8.366170
C 2.856115 0.653147 -9.963000
C 0.668494 0.218366 2.128340
C -2.363774 1.615887 1.413781
C -2.552061 3.050371 0.897991
C -1.215852 -4.937725 -11.135141
C 2.192161 1.762004 -7.347375
H -0.454697 2.945945 -1.977313
H -2.778122 -3.499801 -11.544552
H -3.044466 2.988868 -2.857324
H 0.131693 1.158209 -9.642637
H 0.719896 1.102706 1.490582
H -3.212050 1.440513 2.114577
H -1.820616 -4.051289 -7.269141
H -1.977746 -1.879276 -9.881643
H -2.332070 3.708995 1.764135
H 2.773973 5.232544 -5.656412
H 2.200942 -1.159757 -10.961021
H -2.948079 -0.643718 -1.167220
H 0.911312 -3.177593 2.013720
H 0.219096 2.522244 -7.858364
H -1.587957 -5.659679 -11.862992
H -1.407019 1.563841 1.972504
H -1.343462 4.497290 -0.201647
H -1.578197 -0.343587 -8.292248
H 3.922348 2.415890 -9.283188
H 3.411911 2.066065 -13.535884
H 4.218051 3.353669 -11.558116
H -1.614419 -0.337238 0.760006
H 3.471453 0.472336 -3.022538
H -3.614528 3.188817 0.669013
H -1.580333 -0.985580 -3.313682
H 2.524251 -0.244489 -13.261942
H -2.104846 1.499645 -3.062681
H -4.336917 0.982044 -2.112703
H 4.125944 1.201835 -6.511693
H -3.544138 -4.190011 -5.472374
H 0.622825 4.745436 -6.838247
H 1.286684 -4.528996 -8.863235
H -3.481633 -2.600625 -3.526485
H 0.132172 -0.808825 -5.158472
H -4.069624 2.144418 -0.803788
H 2.146189 1.157765 -1.971890
H 3.260111 -0.067174 -1.258231
H 0.595667 -0.598321 5.466564
H 0.461120 -6.167986 -10.550210
H 4.505639 3.435069 -5.472060

Atomic forces in eV per Å
-0.24 -0.47 0.94
-0.32 1.69 -2.46
-1.85 0.06 -0.66
0.08 0.12 -2.46
-0.70 1.16 0.33
-0.76 1.99 0.70
0.76 -0.94 1.33
0.24 -0.31 -2.59
1.30 -1.41 1.24
0.75 -2.92 2.33
-0.49 2.67 2.15
-0.25 0.12 0.01
0.78 0.07 -1.50
0.14 0.24 0.31
0.76 -0.07 0.79
0.26 0.10 -0.16
0.12 0.08 0.04
-0.32 0.17 0.10
-0.15 -1.23 -1.46
0.09 -0.13 0.28
-0.11 -0.46 -0.12
0.16 -0.21 0.14
0.99 -0.32 0.03
-0.28 0.05 0.18
0.12 0.22 -0.14
-0.13 0.36 0.38
1.10 -0.14 -0.03
-0.06 -0.13 -0.11
0.47 -0.33 0.22
-0.45 -0.27 -0.27
-0.09 0.34 -0.03
-0.02 1.11 -2.02
-0.11 0.00 -0.02
-0.05 -0.19 -0.08
-0.84 -1.13 0.56
-0.17 0.05 -0.07
0.28 -0.07 0.21
-0.08 -0.08 -0.28
-0.81 0.16 -0.10
-0.10 -1.03 -1.81
-0.57 -0.80 -0.76
-0.20 -0.74 0.73
-0.10 -0.49 -0.06
-0.14 0.28 0.37
-1.54 1.56 1.92
-0.33 0.39 -0.32
0.85 1.24 -0.18
0.65 -0.45 0.31
-0.75 -0.09 0.24
0.40 -0.18 0.49
1.19 -0.29 0.31
0.06 0.05 0.18
0.51 -0.52 0.83
-0.48 0.24 0.37
0.34 -0.02 0.22
0.29 0.09 -0.05
0.09 -0.21 0.67
-0.28 -0.25 0.22
0.69 -0.02 -0.18
-0.09 0.32 0.40
0.13 -0.32 0.09
-0.11 -0.08 -0.69
-0.04 -0.43 -0.24
-0.07 0.19 -0.04
0.26 0.09 0.04
-0.01 0.32 0.19
0.50 0.21 0.22
0.16 0.22 0.17
-1.15 0.39 -0.23
0.53 -0.82 -0.05
0.42 -0.29 -0.44
-0.26 -0.06 -0.17
0.02 -0.08 0.17
-0.19 -0.39 0.08
-0.83 0.28 0.15
-0.08 0.05 0.65
0.10 0.42 -0.39
-0.09 -0.26 -0.28
0.12 0.22 0.46
0.18 0.35 0.19
0.15 0.53 -0.03
-0.22 0.36 -0.07
0.21 0.26 0.12
0.25 -0.24 0.02
-0.21 -0.03 -0.07
0.43 -0.07 -0.37
-0.60 -0.27 -0.14
-0.24 -0.17 -0.31
0.30 -0.17 -0.06
0.20 0.45 -0.37
-0.04 -0.05 -0.13
-0.12 0.44 0.07
-0.29 -0.06 -0.13

***

[2]
Below is a 7-piece molecular cluster, C42H42ClS overall, with properties calculated with ωB97M-V/def2-TZVPD.

Calculated values
Total energy = -2483.6850 Eh
Kohn-Sham gap = 0.186 Eh
Lowest unoccupied orbital energy = -5.139 eV
Charge = +1

Element x y z (Å)
Cl -1.505056 -3.018064 -6.240745
S -2.315968 -4.528984 -5.220499
C 2.817179 5.441477 0.418143
C 1.751522 -4.121390 -3.859921
C 7.446454 4.421311 1.880197
C 8.555371 2.985115 -0.220881
C -1.709101 0.156913 3.501092
C -3.299884 -4.403646 -0.495021
C 3.664774 -5.529312 -4.221166
C -1.827973 -3.399449 1.118972
C 3.303426 -5.682173 -5.553438
C 2.887995 -4.751618 -3.373431
C -6.076077 -5.680453 -5.299528
C -6.780813 -4.524024 -5.451320
C -0.006932 1.705736 4.198508
C -2.613251 -4.468746 0.708981
C -2.404676 -2.200583 -0.883203
C 2.706288 4.309708 1.215181
C 1.388122 -4.276898 -5.192378
C -4.704043 -5.684887 -5.252787
C 4.285371 6.438986 2.040598
C -1.725518 -2.264612 0.325041
C -0.250563 2.482369 3.073459
C -6.119332 -3.324631 -5.531698
C -6.051122 2.847230 4.554078
C 9.374806 3.512833 0.767267
C 7.181541 3.176275 -0.158219
C -4.924284 3.134078 6.658431
C 3.390676 4.240011 2.420921
C -1.951582 0.932603 2.375980
C -4.094848 -4.469619 -5.340584
C -0.739091 0.545419 4.414758
C -4.824062 2.751555 3.911330
C -4.755689 -3.278069 -5.489183
C -1.225498 2.096899 2.162693
C 4.179175 5.305188 2.833795
C -3.697701 3.041690 6.014364
C 3.608442 6.505111 0.830429
C 6.625489 3.891122 0.894522
C -3.647314 2.852300 4.640056
C -6.101133 3.041200 5.927862
C 8.820938 4.234654 1.815514
C -3.193409 -3.269688 -1.291014
C 2.162884 -5.059662 -6.039103
H 1.878940 -5.182802 -7.077188
H 1.149319 -3.507459 -3.199084
H -7.057489 3.119618 6.429180
H 3.310082 3.354127 3.039219
H -6.567635 -6.643454 -5.238792
H -2.779541 3.117093 6.583655
H 3.911794 -6.287374 -6.212766
H 9.460747 4.651737 2.583001
H -1.116042 -1.430773 0.649580
H 4.553780 -6.016776 -3.843094
H -4.160887 -6.615499 -5.148369
H 2.087403 3.479967 0.895381
H 0.754079 2.005499 4.907972
H -4.963303 3.279369 7.730685
H 2.286700 5.494660 -0.524261
H 4.711499 5.250986 3.775113
H -3.917385 -5.235175 -0.812501
H -1.418656 2.704353 1.286984
H 0.318411 3.388872 2.907203
H -2.320767 -1.317743 -1.505572
H -3.731130 -3.217645 -2.234432
H 7.014963 4.980865 2.700006
H -2.277254 -0.750201 3.666794
H -6.672084 -2.398966 -5.631514
H 3.697121 7.386622 0.208502
H -1.294405 -3.449577 2.059273
H -6.969170 2.770888 3.984759
H -0.552935 -0.056152 5.295316
H -2.097444 -4.198573 -3.909917
H 10.445934 3.362177 0.720055
H -4.203126 -2.350543 -5.565236
H 0.498154 -3.786873 -5.570178
H -2.708712 0.629017 1.662604
H 4.897570 7.270995 2.364480
H 3.169385 -4.635775 -2.334894
H 5.555192 4.034792 0.944813
H 6.542504 2.766753 -0.930801
H 8.987700 2.424772 -1.040472
H -2.693483 2.784087 4.139684
H -4.784595 2.598844 2.839261
H -2.690715 -5.352413 1.328915
H -7.860090 -4.535601 -5.511388

Atomic forces in eV per Å
-0.98 0.17 0.23
0.26 -0.86 0.07
0.02 -0.01 0.00
-0.10 -0.01 -0.01
0.04 -0.02 -0.02
-0.02 -0.01 -0.01
0.03 -0.05 -0.02
0.02 -0.05 -0.09
-0.03 0.02 -0.01
-0.03 0.00 -0.03
0.01 -0.02 0.01
0.02 -0.01 0.02
-0.33 -1.56 0.07
-0.87 0.18 0.01
-0.01 0.00 0.01
0.01 -0.01 0.03
0.02 0.00 -0.09
-0.02 -0.01 -0.02
0.00 -0.08 0.09
0.15 -0.78 0.07
0.00 0.00 0.01
0.06 0.02 0.02
0.05 0.03 -0.02
-0.48 1.20 -0.19
0.00 -0.01 -0.01
0.02 0.00 0.00
0.04 0.00 0.03
0.01 0.00 0.01
-0.07 -0.01 0.07
0.05 -0.05 -0.11
1.57 0.72 -0.01
0.01 -0.01 -0.01
-0.02 0.00 0.01
0.47 0.61 0.11
0.06 -0.07 -0.07
-0.08 0.05 0.07
-0.05 0.00 0.00
0.00 0.01 -0.01
0.04 -0.02 -0.08
-0.05 0.04 0.09
0.00 -0.01 0.00
-0.02 -0.01 0.01
0.10 -0.07 -0.14
-0.06 0.00 -0.02
0.03 0.01 0.00
0.04 0.01 0.01
0.01 -0.01 0.00
0.01 0.00 -0.01
-0.18 0.12 0.00
0.00 0.00 -0.01
-0.01 0.01 0.01
0.00 -0.01 0.00
-0.01 0.00 0.01
-0.01 0.00 0.00
0.07 0.05 -0.04
0.02 -0.01 0.00
-0.02 0.01 0.00
0.00 0.01 -0.01
0.01 0.00 0.00
-0.02 0.00 0.00
-0.01 0.01 0.03
0.00 0.01 0.02
-0.01 0.00 0.01
-0.02 0.02 0.03
-0.11 0.05 0.06
0.00 0.01 -0.01
-0.03 0.03 0.02
-0.02 -0.06 -0.05
0.00 0.00 0.01
-0.01 0.01 -0.01
0.00 0.01 0.01
0.00 0.01 0.00
-0.03 0.51 -0.33
-0.01 0.01 0.00
-0.13 0.05 0.01
0.63 -0.16 0.14
-0.03 0.01 0.03
0.01 -0.01 -0.01
0.01 0.01 -0.01
0.00 0.02 -0.02
0.00 0.00 0.01
0.00 0.01 0.01
0.02 0.02 0.02
0.01 0.01 0.01
-0.01 0.01 0.00
-0.01 -0.09 0.04

***

[3]
Below is a 7-piece molecular cluster, C42H44ClN7O15P overall, with properties calculated with ωB97M-V/def2-TZVPD.

Calculated values
Total energy = -3939.7480 Eh
Kohn-Sham gap = 0.157 Eh
Lowest unoccupied orbital energy = 0.835 eV
Charge = -1

Element x y z (Å)
Cl -1.737505 0.258406 4.958920
P -0.740694 -1.157262 2.601248
O 3.867010 4.054264 -0.047928
O 6.922865 -1.839838 -4.198327
O -0.618582 1.315234 2.775848
O 2.390124 2.849915 -1.057157
O -3.080508 -2.639016 4.374643
O -5.320013 -5.980021 -6.281804
O 0.242376 2.733726 -4.306003
O -4.824991 -7.439886 -4.776717
O 5.054542 0.295575 3.641344
O -4.275141 -4.401420 4.731368
O 4.846779 -1.530090 -3.715763
O -8.095735 -1.137916 -1.035152
O 0.193323 -1.347346 1.460973
O 0.796463 4.333978 -5.634342
O -6.873422 0.605536 -1.357541
N 2.015700 1.712490 2.149312
N 0.879245 3.185870 -5.237208
N 2.920866 3.916181 -0.805875
N -7.226174 -0.350062 -0.692893
N -3.398750 -3.605481 5.037759
N 6.030197 -1.287535 -3.579403
N -5.193929 -6.332698 -5.122995
C -0.337457 0.246575 3.640694
C -5.651758 -4.794773 -1.761735
C 4.021083 0.393779 2.649305
C 2.407027 5.119858 -1.474787
C 3.033977 6.328068 -1.235720
C 0.890359 6.138868 -3.002423
C 1.938721 0.984484 -5.470618
C -1.029123 -3.138746 7.865930
C -1.700978 -2.927787 6.672739
C 2.578476 7.454148 -1.897791
C -5.355575 -5.721110 -2.747323
C -5.582268 0.291489 1.020654
C 6.409311 -0.251961 -2.607859
C 3.505542 1.940061 -7.561335
C 2.851659 0.148721 -6.090814
C 1.333771 5.006377 -2.339348
C -4.972216 0.064722 2.242734
C 3.344462 1.745187 2.744708
C -2.313358 -5.138945 8.253427
C 2.595070 2.783636 -6.949235
C 5.421060 0.376990 -1.872852
C -1.334103 -4.238697 8.654704
C -6.259733 -3.183614 -3.443348
C 3.045671 -0.747379 2.773821
C 8.105543 1.031108 -1.541233
C -6.321809 -1.905066 2.562095
C -6.102097 -3.528644 -2.108786
C 1.828715 2.289663 -5.910802
C 3.635570 0.625971 -7.131726
C -2.675079 -3.832499 6.298236
C 5.790958 1.349265 -0.958411
C -0.070374 2.533544 3.212383
C -6.562197 -0.586966 0.593274
C -5.344253 -1.028656 3.013356
C -2.993609 -4.937919 7.065438
C 1.205385 2.891258 2.451472
C 7.129489 1.674203 -0.792060
C -5.964872 -4.101528 -4.436628
C 1.513749 7.359340 -2.784289
C 7.747683 0.059195 -2.458253
C -6.941084 -1.686423 1.344300
C -5.516197 -5.356957 -4.070884
H 2.480761 -0.686877 3.693384
H 4.353535 -0.028655 -7.607281
H -0.735813 -2.316052 3.396791
H -0.800280 3.318056 3.030944
H 3.286902 2.057389 3.780829
H 3.984998 2.482350 2.251323
H 4.117413 2.309975 -8.372127
H -5.004809 -6.707969 -2.488334
H -2.547698 -5.997662 8.867332
H 3.061069 8.406447 -1.727643
H -6.598244 -2.761438 3.161043
H 4.543585 0.302860 1.702172
H 1.170192 8.240782 -3.309003
H 4.621120 0.443007 4.499027
H 3.866000 6.389354 -0.550886
H 7.411381 2.430895 -0.072505
H 0.937276 3.407043 1.535437
H 8.497780 -0.446815 -3.045958
H -5.528200 -5.059771 -0.721046
H -5.295824 1.135284 0.412179
H 5.034969 1.854743 -0.372875
H 4.381239 0.119584 -2.008255
H 0.063247 6.061938 -3.691681
H -0.807443 -4.396550 9.586883
H -6.613393 -2.196795 -3.707543
H 2.158852 1.730698 1.146766
H -6.083091 -3.843168 -5.477411
H -4.200172 0.734958 2.595394
H -1.471706 -2.068919 6.054844
H 2.956860 -0.871501 -5.755031
H 0.125205 2.500525 4.277886
H -0.267133 -2.438031 8.176571
H 3.624611 -1.664790 2.801592
H -7.705343 -2.359846 0.986720
H -6.331140 -2.812585 -1.337471
H 1.329828 0.625177 -4.654979
H 9.147912 1.286092 -1.410109
H -4.863991 -1.196317 3.962631
H -3.756606 -5.629732 6.742762
H -2.071319 -0.959565 2.132867
H 1.752216 3.613650 3.055721
H 0.849536 4.057327 -2.505877
H 2.359220 -0.813935 1.944461
H 2.487311 3.807399 -7.272857

Atomic forces in eV per Å
-0.46 -0.05 0.23
0.45 0.48 -0.28
-0.19 -0.07 -0.11
-0.13 0.05 0.05
-0.33 0.22 0.27
0.13 0.23 0.06
-0.18 -0.50 0.24
0.03 -0.07 0.15
-0.03 0.06 -0.14
-0.04 0.15 -0.07
0.03 0.27 0.34
0.07 0.11 0.08
0.10 0.01 -0.05
0.08 0.16 -0.02
0.14 -0.20 -0.51
-0.02 -0.07 -0.04
-0.07 -0.10 0.07
0.39 0.88 -0.23
-0.03 0.01 0.11
0.11 -0.20 0.09
-0.05 -0.01 -0.11
0.01 0.11 -0.29
-0.03 -0.07 -0.12
-0.01 -0.12 -0.11
0.38 -0.19 -0.19
-0.02 0.06 -0.04
-0.16 -0.38 0.38
-0.09 0.08 -0.10
0.16 0.14 0.08
0.04 0.15 0.08
-0.05 -0.14 0.13
-0.02 -0.11 0.10
0.13 0.18 -0.09
-0.06 0.02 -0.07
0.03 -0.12 0.15
0.10 0.12 -0.01
0.00 0.06 0.09
0.02 -0.08 0.02
0.06 0.01 -0.08
-0.07 -0.10 -0.03
-0.01 0.00 0.04
-0.05 0.19 -0.53
0.06 0.05 0.03
0.07 0.15 -0.14
-0.17 0.03 0.00
0.01 0.02 0.00
-0.01 0.00 0.06
0.61 -0.40 -0.01
-0.05 0.06 0.05
0.05 0.06 0.02
0.07 -0.10 -0.02
0.07 -0.06 -0.03
0.00 0.01 0.00
0.05 -0.01 0.08
0.01 0.06 0.07
0.21 0.01 -0.20
0.02 0.01 0.08
-0.08 0.10 -0.03
-0.10 -0.17 0.05
-0.04 -0.38 0.13
0.01 0.00 0.00
-0.05 0.14 -0.11
-0.01 -0.02 0.01
0.21 -0.02 -0.04
-0.09 -0.17 0.04
0.01 0.06 0.05
-0.39 0.18 0.21
0.01 -0.02 0.00
-0.39 0.13 0.36
-0.28 0.19 0.02
-0.26 -0.14 0.42
0.20 0.29 0.03
0.01 0.02 -0.02
0.03 -0.04 -0.09
-0.01 -0.02 0.00
0.01 0.02 0.02
0.01 -0.03 0.00
0.21 0.04 -0.24
-0.02 0.02 0.00
0.19 -0.15 -0.37
0.00 -0.10 0.02
-0.01 0.01 0.02
-0.11 0.06 -0.36
-0.06 -0.07 -0.05
0.02 0.00 0.02
-0.05 -0.01 -0.08
-0.03 -0.01 -0.01
0.00 -0.08 -0.03
-0.02 -0.05 -0.03
0.01 -0.01 0.01
-0.01 0.02 0.00
-0.17 -0.43 -0.06
0.04 -0.08 -0.05
0.06 -0.03 0.02
-0.09 0.04 -0.08
0.02 -0.06 0.06
0.02 -0.20 0.29
0.02 0.03 -0.02
0.18 -0.30 0.00
-0.03 0.05 -0.08
-0.03 0.05 0.08
-0.04 0.08 0.04
0.03 -0.01 0.00
0.10 0.01 0.05
-0.03 0.05 -0.09
-0.16 -0.33 0.19
0.22 0.23 0.10
0.05 -0.10 0.08
-0.35 0.11 -0.09
-0.07 0.04 0.07

***

total energy of number 2 (C42H42ClS)?
-2483.6850 Eh

***

Which of these has the highest charge?
C42H40N2O6P2Pb

***

What is the formula in the first record?
C42H40N2O6P2Pb